Entry 1:
{
  "formula": "C27H43BrN2O2P2Ti",
  "method": "ωB97M-V/def2-TZVPD",
  "total_charge": 2,
  "multiplicity": 3,
  "e_homo_ha": [-0.47579, -0.49630],
  "orbital_gap_ha": [0.262, 0.270],
  "e_above_lowest_kj_mol": 242.47,
  "species": ["C", "C", "C", "C", "N", "C", "C", "C", "C", "C", "C", "C", "C", "C", "Ti", "P", "H", "H", "H", "H", "H", "H", "H", "H", "C", "C", "H", "H", "H", "H", "H", "C", "C", "H", "H", "H", "H", "H", "C", "C", "H", "H", "H", "H", "H", "Br", "P", "C", "C", "H", "H", "H", "H", "H", "C", "C", "H", "H", "H", "H", "H", "C", "C", "H", "H", "H", "H", "H", "N", "C", "C", "O", "O", "H", "H", "H", "H", "H"],
  "xyz": [[2.6001, -2.9727, -4.3448], [2.0791, -1.7631, -3.8522], [1.4141, -0.9054, -4.7515], [1.1612, -1.3653, -6.0530], [1.5776, -2.5540, -6.4626], [2.2999, -3.3308, -5.6671], [2.2922, -1.3264, -2.4765], [3.0336, -0.7141, -1.6974], [3.2209, 0.1829, -0.6044], [2.6684, -0.2995, 0.6138], [2.6941, 0.5958, 1.7352], [2.6376, 1.9476, 1.3447], [3.2899, 2.4562, 0.2054], [3.6732, 1.5202, -0.7607], [0.6212, 0.3808, 1.9186], [-0.7431, -1.1761, 0.3368], [1.1073, 0.0965, -4.4474], [3.1892, -3.6262, -3.7060], [0.6157, -0.7451, -6.7627], [2.6445, -4.2710, -6.0907], [4.1478, 1.8613, -1.6973], [2.3787, -1.3585, 0.6917], [3.4367, 3.5359, 0.0363], [2.6815, 0.2995, 2.8146], [-2.3504, -1.8162, 1.0757], [-3.3796, -2.4696, 0.1542], [-2.8162, -0.9581, 1.5887], [-2.0545, -2.5224, 1.8708], [-4.2573, -2.7538, 0.7522], [-3.7174, -1.8031, -0.6499], [-3.0077, -3.3954, -0.2985], [-1.1395, -0.5555, -1.3659], [-1.4017, -1.5540, -2.4911], [-0.2643, 0.0507, -1.6415], [-1.9876, 0.1375, -1.2820], [-1.7197, -1.0089, -3.3905], [-0.4936, -2.1066, -2.7592], [-2.2041, -2.2667, -2.2653], [0.2632, -2.6799, -0.0383], [-0.4325, -3.9671, -0.4812], [0.8298, -2.9076, 0.8752], [0.9982, -2.3557, -0.7903], [0.3278, -4.7523, -0.6037], [-1.1675, -4.3310, 0.2463], [-0.9347, -3.8866, -1.4510], [1.8521, 3.2534, 2.6607], [-1.0414, 2.4329, 1.0190], [-2.6845, 2.0340, 0.3371], [-3.8236, 2.9585, 0.7278], [-2.9147, 1.0057, 0.6426], [-2.5903, 2.0085, -0.7530], [-4.7603, 2.6050, 0.2823], [-3.9694, 3.0037, 1.8105], [-3.6777, 3.9767, 0.3549], [-1.3192, 3.5209, 2.4550], [-1.5161, 5.0010, 2.1781], [-0.4180, 3.4366, 3.0859], [-2.1482, 3.1078, 3.0435], [-1.6259, 5.5399, 3.1306], [-0.6708, 5.4709, 1.6604], [-2.4268, 5.2168, 1.6088], [-0.2103, 3.4021, -0.2880], [-1.0195, 4.4305, -1.0666], [0.2174, 2.6736, -0.9900], [0.6602, 3.8801, 0.1745], [-0.3764, 4.9262, -1.8031], [-1.8561, 3.9861, -1.6105], [-1.4068, 5.2373, -0.4426], [2.2316, -2.8880, 4.4791], [1.0076, -2.1738, 5.0204], [0.6224, -1.2490, 3.8983], [-0.2432, -0.3274, 3.9046], [1.3513, -1.3269, 2.8641], [1.9959, -3.2129, 3.5188], [2.4834, -3.7068, 5.0364], [3.0349, -2.2321, 4.4575], [0.2272, -2.8981, 5.2588], [1.2034, -1.6600, 5.9666]],
  "atomic_forces_ev_per_a": [[-0.541, 0.032, 0.027], [-0.317, -0.193, -0.514], [-0.122, -0.339, -0.042], [0.443, 0.180, 1.030], [-0.136, -0.220, -0.716], [0.077, 0.530, 0.696], [2.860, 1.074, -0.489], [-2.046, -0.635, -0.993], [-0.608, -0.007, 0.633], [1.479, 0.577, 0.276], [0.447, 0.167, -0.240], [1.159, 1.745, 1.110], [-0.552, -0.479, -0.012], [-0.515, -0.152, -0.112], [-3.104, 0.877, -0.614], [-0.784, -0.894, -0.536], [-0.042, -0.343, -0.008], [-0.160, 0.095, -0.113], [0.115, -0.159, 0.087], [-0.003, 0.124, 0.112], [-0.278, -0.388, 0.645], [0.550, 0.641, 0.073], [-0.181, -0.714, 0.226], [0.422, 0.376, -1.053], [0.415, 0.343, 0.083], [-0.221, -0.279, -0.061], [0.215, -0.267, -0.077], [-0.033, 0.236, -0.180], [0.179, 0.177, -0.190], [0.089, -0.112, 0.267], [-0.075, 0.317, 0.039], [0.007, 0.420, 0.180], [-0.144, -0.238, -0.270], [-0.134, 0.031, 0.040], [0.268, -0.214, 0.057], [0.155, -0.065, 0.218], [-0.246, 0.063, 0.075], [0.283, 0.202, -0.004], [0.030, -0.096, 0.223], [0.023, -0.432, -0.276], [-0.014, 0.097, -0.106], [-0.192, -0.115, 0.211], [-0.197, 0.171, 0.103], [0.232, 0.115, -0.075], [0.109, 0.090, 0.312], [1.696, -1.366, -0.813], [0.744, -0.566, 0.193], [-0.272, -0.348, -0.099], [-0.502, 0.277, -0.089], [-0.059, 0.193, -0.027], [0.063, 0.037, 0.108], [0.154, -0.011, 0.126], [0.001, 0.007, -0.171], [0.058, -0.170, 0.086], [0.261, 0.257, 0.534], [-0.449, 0.804, 0.249], [-0.930, -0.162, -0.197], [0.101, 0.044, -0.170], [0.052, -0.177, -0.202], [-0.107, -0.280, 0.070], [0.249, -0.089, 0.069], [0.301, 0.185, -0.210], [-0.052, 0.457, -0.237], [-0.111, -0.025, 0.102], [-0.145, -0.027, 0.012], [-0.089, -0.215, 0.027], [0.068, 0.007, 0.056], [-0.031, -0.219, 0.012], [-0.187, -0.291, 0.517], [-0.238, -0.337, 0.224], [-1.177, 2.634, -0.786], [0.563, -1.308, 0.929], [0.675, -1.623, -0.148], [0.518, 0.505, 0.514], [0.043, 0.073, 0.187], [-0.463, -0.589, -0.297], [0.040, -0.095, -0.277], [0.312, 0.077, -0.333]],
  "lowdin_charge": [-0.004, -0.247, -0.023, -0.121, 0.066, -0.117, 0.045, 0.069, -0.204, -0.072, -0.292, -0.564, -0.076, 0.021, 0.708, 0.952, 0.115, 0.116, 0.115, 0.116, 0.144, 0.102, 0.135, 0.123, -0.369, -0.133, 0.066, 0.083, 0.089, 0.076, 0.058, -0.368, -0.125, 0.068, 0.055, 0.092, 0.057, 0.062, -0.389, -0.126, 0.054, 0.046, 0.087, 0.069, 0.063, 0.867, 0.908, -0.403, -0.126, 0.048, 0.071, 0.089, 0.076, 0.069, -0.455, -0.139, -0.044, 0.089, 0.091, 0.074, 0.064, -0.408, -0.124, 0.074, 0.042, 0.087, 0.074, 0.060, 0.200, 0.008, -0.585, -0.012, -0.188, 0.177, 0.182, 0.191, 0.157, 0.162]
}

---

Entry 2:
{
  "formula": "C12H23MgNO3P2",
  "method": "ωB97M-V/def2-TZVPD",
  "total_charge": 2,
  "multiplicity": 1,
  "e_homo_ha": -0.53533,
  "orbital_gap_ha": 0.260,
  "species": ["Mg", "O", "C", "O", "C", "O", "N", "C", "C", "H", "H", "H", "H", "C", "C", "H", "H", "H", "C", "P", "C", "C", "C", "P", "C", "C", "H", "H", "H", "H", "H", "H", "H", "H", "H", "H", "H", "H", "H", "H", "H", "H"],
  "xyz": [[-0.3278, 0.4051, -0.4820], [-1.0032, -0.6951, -1.9253], [-0.6503, -0.8289, -3.1444], [1.1047, 1.0219, -1.6672], [1.1353, 0.8807, -2.9142], [1.9451, 1.5692, -3.6733], [0.3513, 0.0046, -3.6484], [1.5426, 1.3657, -5.0562], [0.6103, 0.2012, -5.0943], [2.4398, 1.1871, -5.6337], [1.0302, 2.2816, -5.3524], [1.1194, -0.6684, -5.5136], [-0.3145, 0.4036, -5.6407], [-1.1939, -1.7322, -4.1373], [-2.3528, -2.4022, -4.0081], [-0.6286, -1.7606, -5.0698], [-2.9864, -2.2388, -3.1451], [-2.6415, -3.0578, -4.8217], [-1.9337, 1.0482, 1.8454], [-0.3331, 1.9445, 1.5218], [-0.5143, 3.0097, 3.0188], [1.3301, 1.2178, 2.1444], [1.3811, 0.0276, 3.1239], [0.7025, -1.5881, 2.5307], [1.5101, -2.6636, 3.8115], [-0.9603, -1.4921, 3.3198], [-2.6717, 1.8697, 1.7241], [-1.9584, 0.7024, 2.8909], [-2.2468, 0.2261, 1.1538], [-0.7012, 2.2995, 3.8661], [0.3991, 3.5983, 3.2371], [-1.3800, 3.6816, 2.8894], [1.9218, 1.0662, 1.2047], [1.7784, 2.1142, 2.6435], [2.4558, -0.1671, 3.2988], [0.9048, 0.2751, 4.0886], [1.4942, -2.1743, 4.7992], [0.9617, -3.6127, 3.8609], [2.5528, -2.8623, 3.5218], [-1.7201, -1.3796, 2.5478], [-1.0101, -0.6605, 4.0238], [-1.1427, -2.4174, 3.8609]],
  "atomic_forces_ev_per_a": [[0.474, 0.188, 0.155], [0.142, -0.683, -1.861], [0.144, 1.260, 1.315], [0.048, -0.295, -1.760], [0.186, 0.270, 1.675], [-0.799, -0.704, 0.425], [-0.552, -0.109, 0.034], [0.475, 1.308, -0.582], [-0.080, -0.995, 0.262], [0.096, 0.250, -0.072], [0.335, 0.024, -0.125], [-0.217, -0.063, 0.059], [0.187, -0.014, 0.143], [-0.339, -0.146, -0.098], [0.781, 0.596, -0.038], [-0.239, -0.416, 0.395], [-0.029, -0.337, -0.010], [-0.306, 0.027, 0.220], [-0.053, -0.199, 0.296], [0.628, 0.121, 1.115], [-0.391, 0.685, 0.149], [-0.206, -0.127, -0.459], [0.657, 0.324, -0.351], [-0.128, 0.393, 0.593], [0.255, -0.081, -0.475], [-0.104, -0.283, -0.310], [0.336, -0.472, -0.059], [-0.321, 0.042, -0.674], [0.192, 0.395, 0.450], [0.139, 0.634, -0.710], [-0.649, -0.301, -0.314], [0.406, -0.230, 0.281], [-0.185, -0.241, 0.888], [-0.311, -0.673, -0.564], [-0.404, 0.165, 0.164], [0.336, -0.004, -0.329], [-0.089, -0.122, -0.384], [0.233, 0.201, 0.007], [-0.342, -0.008, 0.172], [-0.122, -0.162, 0.334], [-0.054, -0.172, 0.053], [-0.131, -0.043, -0.010]],
  "lowdin_charge": [0.812, -0.026, -0.280, 0.022, -0.401, 0.151, 0.097, -0.048, -0.065, 0.151, 0.153, 0.147, 0.155, -0.047, 0.180, 0.111, 0.099, 0.103, -0.309, 0.857, -0.240, -0.402, -0.440, 0.870, -0.278, -0.303, 0.073, 0.031, 0.043, 0.073, 0.067, 0.062, 0.067, 0.088, 0.092, 0.085, 0.064, 0.048, 0.048, 0.006, 0.038, 0.050]
}

---

Entry 3:
{
  "formula": "C33H33N7O4SSeTeZr",
  "method": "ωB97M-V/def2-TZVPD",
  "multiplicity": 1,
  "e_homo_ha": -0.28565,
  "orbital_gap_ha": 0.228,
  "e_above_lowest_kj_mol": 56.87,
  "species": ["Zr", "C", "C", "C", "C", "C", "C", "N", "C", "C", "C", "C", "C", "C", "N", "N", "C", "C", "C", "C", "C", "N", "H", "H", "H", "H", "H", "H", "H", "H", "H", "H", "H", "H", "H", "N", "C", "C", "C", "N", "H", "H", "H", "H", "H", "H", "H", "H", "H", "H", "O", "S", "O", "O", "O", "Te", "C", "C", "C", "C", "C", "C", "C", "C", "C", "C", "C", "C", "H", "H", "H", "H", "H", "H", "H", "H", "H", "H", "Se", "C", "N"],
  "xyz": [[-0.6103, 1.0073, 1.1492], [-2.1696, -1.3456, -3.6351], [-2.9658, -1.6070, -2.5264], [-2.9712, -0.7349, -1.4477], [-2.1795, 0.4101, -1.4814], [-1.3933, 0.6812, -2.5967], [-1.3898, -0.1982, -3.6706], [-2.1330, 1.2806, -0.3581], [-3.1704, 2.1187, -0.1395], [-4.2112, 2.3705, -1.0712], [-5.2034, 3.2595, -0.7677], [-5.2453, 3.9477, 0.4653], [-4.2704, 3.7186, 1.3899], [-3.2394, 2.8047, 1.0971], [-2.2366, 2.4810, 1.9768], [-2.2004, 3.0218, 3.1129], [-1.1001, 2.5821, 3.8701], [-1.0280, 2.9341, 5.2112], [0.0257, 2.4616, 5.9633], [1.0024, 1.6879, 5.3522], [0.8888, 1.4265, 4.0066], [-0.1272, 1.8877, 3.2638], [-2.1549, -2.0372, -4.4678], [-3.5732, -2.5026, -2.4947], [-3.5541, -0.9425, -0.5592], [-0.8130, 1.5973, -2.6185], [-0.7782, 0.0143, -4.5383], [-4.1973, 1.8648, -2.0261], [-5.9802, 3.4461, -1.4988], [-6.0415, 4.6504, 0.6662], [-4.2627, 4.2202, 2.3470], [-1.8243, 3.5302, 5.6312], [0.0873, 2.6867, 7.0197], [1.8389, 1.2905, 5.9075], [1.6226, 0.8312, 3.4840], [2.8047, 2.1590, 1.6153], [3.2454, 2.7169, 0.3274], [3.3076, 1.6426, -0.7472], [1.9550, 1.1149, -1.2058], [1.2290, 0.3649, -0.1462], [2.3012, 2.8618, 2.1416], [3.6072, 1.8849, 2.1709], [4.2231, 3.2024, 0.4097], [2.5336, 3.4826, 0.0204], [3.9180, 0.8034, -0.3912], [3.8170, 2.0499, -1.6238], [2.1070, 0.4483, -2.0584], [1.3257, 1.9414, -1.5372], [1.9012, 0.0027, 0.5282], [0.8186, -0.4814, -0.5669], [-1.2445, -2.6816, 2.5095], [-1.1713, -1.2634, 2.6768], [-1.3904, -0.7453, 4.0037], [-2.0709, -0.5027, 1.6737], [0.1949, -0.7124, 2.1527], [-0.1781, -2.9778, -0.6891], [0.3776, -3.6124, -2.6211], [1.0033, -2.7479, -3.5144], [1.3257, -3.1741, -4.7949], [1.0116, -4.4654, -5.1954], [0.3814, -5.3293, -4.3122], [0.0650, -4.9059, -3.0274], [1.7349, -3.2378, 0.1725], [1.8208, -3.6050, 1.5112], [3.0657, -3.6915, 2.1218], [4.2221, -3.4229, 1.4043], [4.1351, -3.0614, 0.0666], [2.8937, -2.9621, -0.5472], [1.2235, -1.7294, -3.2159], [1.8136, -2.4948, -5.4829], [1.2563, -4.7965, -6.1963], [0.1357, -6.3374, -4.6208], [-0.4219, -5.5845, -2.3392], [0.9210, -3.8028, 2.0792], [3.1278, -3.9773, 3.1643], [5.1898, -3.5017, 1.8831], [5.0340, -2.8578, -0.5021], [2.8354, -2.6910, -1.5951], [-0.5927, 4.9384, -1.7384], [-0.2348, 3.8376, -0.4120], [-0.0002, 3.0565, 0.4324]],
  "atomic_forces_ev_per_a": [[0.171, 0.104, -0.016], [-0.035, 0.005, -0.006], [0.006, 0.018, 0.002], [0.024, -0.026, -0.006], [0.043, -0.057, 0.020], [0.025, 0.006, -0.008], [0.007, -0.024, 0.010], [-0.045, 0.083, 0.049], [0.030, -0.074, -0.097], [0.038, -0.030, -0.015], [-0.016, -0.017, -0.019], [-0.004, 0.024, 0.016], [0.014, 0.050, -0.007], [0.017, 0.030, 0.147], [-0.088, 0.069, 0.020], [0.108, -0.119, 0.133], [0.168, 0.366, -0.226], [-0.255, -0.062, -0.025], [-0.001, 0.048, 0.037], [0.053, 0.044, 0.028], [0.031, 0.017, -0.098], [-0.337, -0.429, -0.025], [0.006, -0.003, 0.003], [-0.006, -0.006, 0.000], [-0.009, 0.005, -0.004], [-0.006, 0.007, -0.003], [0.007, 0.004, -0.011], [0.003, 0.000, -0.008], [0.004, -0.003, -0.007], [-0.006, -0.007, 0.003], [-0.001, -0.009, 0.003], [-0.005, -0.002, 0.017], [-0.010, 0.019, -0.002], [-0.003, -0.014, -0.001], [-0.040, -0.055, -0.001], [-0.066, 0.012, -0.014], [0.008, 0.006, -0.029], [0.010, -0.107, 0.016], [-0.069, 0.089, 0.001], [-0.202, -0.260, -0.237], [0.020, 0.046, 0.019], [-0.038, -0.013, 0.008], [-0.005, 0.001, -0.018], [-0.010, 0.011, 0.027], [0.017, 0.002, -0.019], [-0.011, -0.006, -0.012], [-0.017, 0.015, -0.001], [0.031, 0.006, -0.034], [-0.049, 0.041, 0.098], [0.111, 0.007, -0.005], [0.033, -0.066, -0.281], [0.050, 0.338, 0.323], [-0.011, -0.163, -0.034], [0.481, 0.170, 0.280], [-0.238, 0.173, -0.255], [-0.104, -0.083, 0.082], [-0.014, 0.041, -0.029], [-0.002, -0.007, -0.059], [0.006, 0.027, 0.001], [0.004, -0.004, -0.008], [-0.007, -0.015, 0.010], [0.065, 0.015, -0.044], [0.037, 0.030, 0.024], [0.036, 0.047, 0.001], [-0.029, -0.009, 0.002], [0.031, 0.007, 0.005], [-0.016, -0.006, 0.013], [0.009, -0.036, -0.001], [-0.020, -0.012, -0.002], [0.002, -0.002, -0.001], [0.001, -0.003, 0.000], [-0.003, 0.000, -0.004], [-0.010, -0.001, 0.006], [-0.010, 0.001, 0.004], [-0.002, 0.001, 0.001], [-0.001, 0.003, 0.002], [-0.001, -0.003, -0.006], [0.013, 0.012, 0.025], [0.054, -0.058, 0.100], [-0.055, 0.106, -0.215], [0.083, -0.311, 0.355]],
  "lowdin_charge": [1.774, -0.098, -0.100, -0.056, -0.323, -0.027, -0.082, -0.099, -0.225, 0.003, -0.058, -0.081, -0.009, -0.205, -0.046, 0.125, -0.293, 0.013, -0.033, -0.031, -0.136, 0.001, 0.108, 0.110, 0.123, 0.097, 0.108, 0.117, 0.109, 0.102, 0.109, 0.119, 0.116, 0.114, 0.101, 0.002, -0.266, -0.186, -0.228, -0.081, 0.055, 0.079, 0.109, 0.093, 0.114, 0.116, 0.109, 0.081, 0.076, -0.017, -0.318, 0.313, -0.296, -0.465, -0.520, 1.483, -0.540, -0.170, -0.084, -0.087, -0.085, -0.138, -0.511, -0.139, -0.080, -0.097, -0.095, -0.141, 0.080, 0.104, 0.102, 0.103, 0.090, 0.085, 0.105, 0.099, 0.101, 0.082, 0.560, -0.966, -0.081]
}

---

Entry 4:
{
  "formula": "C5H8O2",
  "method": "ωB97M-V/def2-TZVPD",
  "multiplicity": 1,
  "e_homo_ha": -0.36287,
  "orbital_gap_ha": 0.391,
  "smiles": "C#C[C@H](O)CCO",
  "e_above_lowest_kj_mol": 251.71,
  "species": ["O", "C", "C", "C", "O", "C", "C", "H", "H", "H", "H", "H", "H", "H", "H"],
  "xyz": [[1.1080, 1.0522, 1.3214], [1.0829, 1.2197, -0.0767], [0.8217, -0.0554, -0.8985], [-0.1964, -1.0285, -0.3039], [0.4029, -1.6483, 0.8217], [-1.4618, -0.3566, 0.0533], [-2.5030, 0.1804, 0.3372], [0.2406, 0.7206, 1.5906], [2.0769, 1.5896, -0.3431], [0.3552, 1.9964, -0.3604], [1.7453, -0.6267, -1.0366], [0.4620, 0.2432, -1.8917], [-0.4322, -1.7844, -1.0694], [-0.2737, -2.1623, 1.2812], [-3.4282, 0.6602, 0.5749]],
  "atomic_forces_ev_per_a": [[-0.217, -0.044, 0.103], [0.062, 0.136, -0.352], [0.064, -0.029, 0.007], [-0.119, 0.126, -0.246], [-0.197, -0.226, 0.171], [-0.536, 0.256, 0.105], [0.427, -0.186, -0.106], [0.239, 0.020, 0.062], [-0.150, 0.064, -0.033], [0.056, -0.162, 0.061], [-0.096, 0.059, 0.069], [0.119, -0.047, 0.138], [0.029, 0.110, 0.119], [0.126, 0.022, -0.075], [0.192, -0.099, -0.022]],
  "lowdin_charge": [-0.062, -0.265, -0.126, -0.411, -0.021, -0.084, 0.140, 0.070, 0.117, 0.114, 0.121, 0.123, 0.146, 0.103, 0.033]
}